Version w
{"formula": "C6H13NO", "method": "ωB97M-V/def2-TZVPD", "symbols": ["C", "C", "C", "C", "N", "C", "C", "O", "H", "H", "H", "H", "H", "H", "H", "H", "H", "H", "H", "H", "H"], "xyz": [[-1.0787, -0.1198, 2.1501], [-0.3197, 0.5694, 1.2856], [0.5685, 0.0152, 0.1861], [2.0066, 0.5098, 0.4407], [0.5921, -1.4553, 0.2007], [0.0953, 0.5387, -1.1963], [-1.3577, 0.2334, -1.5703], [-1.6312, -1.1613, -1.5335], [-1.1166, -1.2048, 2.1383], [-1.6703, 0.3924, 2.9022], [-0.3287, 1.6560, 1.3739], [2.6878, 0.1833, -0.3546], [2.0535, 1.6049, 0.4794], [2.4012, 0.1314, 1.3920], [0.0648, -1.8051, -0.6046], [1.5409, -1.7922, 0.0453], [0.2333, 1.6274, -1.2461], [0.7458, 0.1113, -1.9721], [-2.0663, 0.7515, -0.9160], [-1.5475, 0.5784, -2.5918], [-1.8734, -1.3648, -0.6089]], "multiplicity": 1, "homo_lumo_gap_ev": 10.3756, "charge": 0, "smiles": "C=C[C@@](C)(N)CCO", "homo_energy_ev": -9.4}

***

Version x
{"formula": "C6H13NO", "method": "ωB97M-V/def2-TZVPD", "symbols": ["C", "C", "C", "O", "H", "H", "H", "H", "C", "C", "N", "C", "H", "H", "H", "H", "H", "H", "H", "H", "H"], "xyz": [[2.1449, -2.0943, 0.4245], [1.1097, -1.3959, 0.7960], [0.5025, -0.3679, 1.4377], [1.2478, 0.4401, 2.2802], [2.1199, -2.6440, -0.5126], [2.9589, -2.3264, 1.1112], [-0.5265, -0.4638, 1.7674], [2.1861, 0.2695, 2.0931], [-1.6880, -0.6446, -1.2493], [-0.4460, 0.1713, -1.5474], [0.0350, 1.1371, -0.3396], [-0.9031, 2.0380, 0.2977], [-2.5119, -0.0396, -0.8612], [-1.4875, -1.4407, -0.5303], [-2.0458, -1.1239, -2.1688], [-0.6471, 0.8748, -2.3584], [0.3794, -0.4709, -1.8539], [1.0336, 1.2351, -0.2003], [-1.2167, 2.8488, -0.3642], [-1.8019, 1.4954, 0.6009], [-0.4434, 2.5019, 1.1772]], "multiplicity": 1, "homo_lumo_gap_ev": [7.6683, 7.6662], "charge": 0, "smiles": "C=C=CO.CCNC", "homo_energy_ev": [-7.0, -7.0]}

***

Version y
{"formula": "C6H13NO", "method": "ωB97M-V/def2-TZVPD", "symbols": ["C", "C", "O", "N", "C", "C", "C", "C", "H", "H", "H", "H", "H", "H", "H", "H", "H", "H", "H", "H", "H"], "xyz": [[2.4496, 1.7800, -0.2745], [1.7050, 0.4927, -0.0344], [2.2705, -0.5274, 0.3247], [0.2854, 0.6174, -0.2989], [-0.6780, -0.4059, 0.0481], [-2.1212, 0.1632, -0.4042], [-0.7102, -0.6444, 1.5628], [-0.4326, -1.7215, -0.6993], [2.3517, 2.0668, -1.3246], [3.5086, 1.6501, -0.0336], [2.0382, 2.5686, 0.3620], [-0.0086, 1.3839, -0.8908], [-2.3655, 1.0690, 0.1592], [-2.1241, 0.4120, -1.4702], [-2.8929, -0.5906, -0.2209], [0.2045, -1.1323, 1.9144], [-0.8052, 0.3025, 2.1052], [-1.5573, -1.2801, 1.8420], [-1.2303, -2.4436, -0.4924], [0.5025, -2.2005, -0.3928], [-0.3901, -1.5598, -1.7816]], "multiplicity": 1, "homo_lumo_gap_ev": 10.3315, "charge": 0, "smiles": "CC(=O)NC(C)(C)C", "homo_energy_ev": -9.5}

***

Version z
{"formula": "C6H13NO", "method": "ωB97M-V/def2-TZVPD", "symbols": ["C", "C", "N", "C", "C", "C", "C", "O", "H", "H", "H", "H", "H", "H", "H", "H", "H", "H", "H", "H", "H"], "xyz": [[-2.5026, 1.7153, -0.1235], [-1.1769, 1.0570, -0.5103], [-0.9658, -0.1665, 0.3784], [2.8585, -0.7344, 0.3826], [1.4502, -0.0665, 0.3869], [0.1859, -0.9379, 0.0100], [0.2833, -2.2412, 0.7985], [-0.5549, 1.5189, -1.4892], [-3.0607, 0.8843, 0.4345], [-2.9003, 1.9546, -1.0852], [-2.3382, 2.6751, 0.4014], [-0.5533, 0.9635, 0.5576], [3.0115, -1.6446, -0.2006], [3.6376, -0.0864, -0.0655], [3.0336, -0.9594, 1.4488], [1.3317, 0.7165, -0.3580], [1.2268, 0.3221, 1.3790], [0.2007, -1.1806, -1.0513], [1.0651, -2.8249, 0.2496], [0.4914, -2.2024, 1.9042], [-0.6862, -2.7349, 0.6762]], "multiplicity": 1, "homo_lumo_gap_ev": 10.4238, "charge": 0, "homo_energy_ev": -9.8}

***

Q: Which of them is the least stable? A: version x.

***

Version w
{"formula": "C3H3O4S", "method": "ωB97M-V/def2-TZVPD", "symbols": ["C", "C", "C", "O", "O", "O", "O", "S", "H", "H", "H"], "xyz": [[0.2309, 0.0137, -0.0921], [0.7610, -0.3422, -1.3521], [-0.4826, -0.9829, 0.6501], [1.6926, -0.3648, -0.4578], [0.5603, -0.7494, -2.4912], [0.3383, 2.6372, -0.6113], [-1.2181, 1.7657, 1.1460], [0.1676, 1.7574, 0.6251], [-1.4222, -0.5533, 0.9211], [0.0768, -1.2504, 1.6395], [-0.7048, -1.9309, 0.0229]], "multiplicity": 1, "homo_lumo_gap_ev": 7.7742, "charge": -1, "homo_energy_ev": -4.0}

***

Version x
{"formula": "C3H3O4S", "method": "ωB97M-V/def2-TZVPD", "symbols": ["C", "C", "C", "O", "O", "O", "O", "S", "H", "H", "H"], "xyz": [[-0.4107, 1.7899, 0.8963], [1.2747, -2.1356, -0.3245], [-0.8580, 1.5117, -0.3940], [0.6582, -1.1368, 0.2185], [2.4865, -2.2685, -0.3442], [-0.0916, 1.5061, 2.0184], [-0.4558, 2.8019, 0.0385], [-1.0350, -1.2763, 0.0390], [0.5159, -2.9533, -0.6236], [-0.1862, 0.8943, -1.0889], [-1.8980, 1.2667, -0.4356]], "multiplicity": 1, "homo_lumo_gap_ev": 6.9075, "charge": -1, "homo_energy_ev": -3.4}

***

Q: Which of them is the least stable? A: version x.

***

Version w
{"formula": "C5H10", "method": "ωB97M-V/def2-TZVPD", "symbols": ["C", "C", "C", "C", "C", "H", "H", "H", "H", "H", "H", "H", "H", "H", "H"], "xyz": [[-0.5737, -0.4579, 1.9382], [-0.0334, -0.7104, 0.6437], [0.4299, 0.4352, -0.1732], [1.6372, 0.1192, -1.1118], [-0.8746, 0.1761, -0.8342], [-0.3342, -1.3013, 2.5552], [-1.3385, -0.8657, 1.1977], [-0.9393, 0.3130, 2.5454], [0.3968, 1.3854, 0.3339], [1.8111, 0.9844, -1.7833], [2.5507, 0.1015, -0.4522], [1.1997, -0.8054, -1.5867], [-1.9113, 0.4204, -0.3016], [-1.0997, -0.7560, -1.3386], [-0.9206, 0.9614, -1.6326]], "multiplicity": 1, "homo_lumo_gap_ev": 9.0422, "charge": 0, "homo_energy_ev": -7.9}

***

Version x
{"formula": "C5H10", "method": "ωB97M-V/def2-TZVPD", "symbols": ["C", "C", "C", "C", "C", "H", "H", "H", "H", "H", "H", "H", "H", "H", "H"], "xyz": [[-1.3495, -1.2573, -0.1336], [-0.6264, -0.1888, 0.2593], [-1.1623, 1.2290, 0.0037], [0.7453, -0.3255, 0.7342], [1.7668, 0.0078, -0.3913], [-0.8638, -2.2583, -0.1831], [-2.3715, -1.2690, -0.6102], [-2.3040, 1.1097, -0.0760], [-0.9296, 1.9516, 0.8138], [-0.6855, 1.6669, -0.9058], [0.8466, -1.3972, 0.8732], [0.9174, 0.3058, 1.6773], [2.7995, 0.1248, 0.0164], [1.5454, 1.0473, -0.8227], [1.6718, -0.7470, -1.2551]], "multiplicity": 1, "homo_lumo_gap_ev": 10.3014, "charge": 0, "smiles": "C=C(C)CC", "homo_energy_ev": -9.2}

***

Version y
{"formula": "C5H10", "method": "ωB97M-V/def2-TZVPD", "symbols": ["C", "C", "C", "C", "C", "H", "H", "H", "H", "H", "H", "H", "H", "H", "H"], "xyz": [[-1.9604, 0.0935, -0.3910], [-1.1460, -0.0783, 0.6551], [0.3592, -0.0318, 0.5341], [0.9166, 1.2709, -0.0670], [0.9052, -1.2384, -0.2246], [-3.0305, -0.0713, -0.2681], [-1.6005, 0.3395, -1.4103], [-1.6141, -0.3211, 1.6052], [0.7531, -0.1280, 1.5605], [0.5717, 1.4249, -1.1068], [1.9847, 1.2495, -0.1535], [0.6683, 2.1485, 0.5023], [0.4998, -2.1858, 0.1512], [1.9942, -1.2715, -0.0842], [0.6988, -1.2005, -1.3028]], "multiplicity": 1, "homo_lumo_gap_ev": 10.7820, "charge": 0, "smiles": "C=CC(C)C", "homo_energy_ev": -9.6}

***

Version z
{"formula": "C5H10", "method": "ωB97M-V/def2-TZVPD", "symbols": ["C", "C", "C", "C", "C", "H", "H", "H", "H", "H", "H", "H", "H", "H", "H"], "xyz": [[1.9494, 0.1970, -0.0555], [0.7720, -0.7470, 0.2380], [-0.5339, -0.3182, -0.4738], [-1.1997, 0.9920, -0.1159], [-1.8426, -0.3089, 0.2768], [1.8190, 1.1677, 0.4305], [2.9549, -0.1377, 0.2572], [1.9419, 0.3833, -1.1392], [1.0379, -1.7587, -0.1041], [0.6132, -0.8055, 1.3241], [-0.5913, -0.6221, -1.5205], [-1.6744, 1.6122, -0.8834], [-0.7059, 1.5496, 0.6811], [-1.7759, -0.5919, 1.3237], [-2.7736, -0.5877, -0.2158]], "multiplicity": 1, "homo_lumo_gap_ev": 11.5085, "charge": 0, "smiles": "CCC1CC1", "homo_energy_ev": -10.2}

***

Q: Which of them is the least stable? A: version w.

***

Version w
{"formula": "C5H10", "method": "ωB97M-V/def2-TZVPD", "symbols": ["C", "C", "C", "C", "C", "H", "H", "H", "H", "H", "H", "H", "H", "H", "H"], "xyz": [[2.2292, -0.0232, 0.1745], [1.3385, 1.1194, 0.4475], [-0.8813, -0.6850, 0.2211], [-2.1344, -0.4016, -0.5246], [-1.0206, 0.6343, -0.5089], [3.1547, 0.4194, 0.6035], [2.0692, -0.9822, 0.6826], [2.4399, -0.1824, -0.8852], [0.9644, 0.9761, 1.4815], [-0.2019, -1.4224, -0.1886], [-0.9201, -0.6659, 1.3037], [-3.0267, -0.1749, 0.0430], [-2.3046, -0.9339, -1.4538], [-1.2076, 1.5386, 0.0515], [-0.4989, 0.7836, -1.4478]], "multiplicity": 1, "homo_lumo_gap_ev": 8.7887, "charge": 0, "homo_energy_ev": -8.3}

***

Version x
{"formula": "C5H10", "method": "ωB97M-V/def2-TZVPD", "symbols": ["C", "C", "C", "C", "C", "H", "H", "H", "H", "H", "H", "H", "H", "H", "H"], "xyz": [[-0.2644, 1.2771, 0.7656], [-0.8124, 0.1492, -0.1183], [-0.2789, 0.2497, -1.5768], [-0.4522, -1.2720, 0.1455], [0.9080, -1.4489, 0.7041], [0.8277, 1.3522, 0.7266], [-0.5546, 1.1284, 1.8123], [-0.6707, 2.2435, 0.4458], [-1.9047, 0.2436, -0.1732], [-0.7514, 1.0967, -2.0829], [0.8066, 0.3991, -1.5821], [-0.5048, -0.6558, -2.1516], [1.3670, -2.3958, 0.4023], [1.6377, -0.6269, 0.6345], [0.6626, -1.5754, 1.7763]], "multiplicity": 1, "homo_lumo_gap_ev": 8.5696, "charge": 0, "homo_energy_ev": -8.0}

***

Version y
{"formula": "C5H10", "method": "ωB97M-V/def2-TZVPD", "symbols": ["C", "C", "C", "C", "C", "H", "H", "H", "H", "H", "H", "H", "H", "H", "H"], "xyz": [[1.3991, 1.0198, 0.6123], [0.9852, -0.3021, 0.6674], [-0.2941, -0.7637, 0.8868], [-0.3291, -0.3801, -2.3368], [-1.1357, -0.1936, 1.8611], [1.3346, 0.4504, 1.6983], [0.5521, 1.7658, 0.5404], [2.3723, 1.3481, 0.1962], [-0.8526, -1.5580, 0.3191], [-0.1841, 0.7201, -2.2625], [0.2471, -0.8867, -3.0879], [0.1199, -0.6173, -1.3210], [-0.6865, 0.6099, 2.5273], [-2.0798, -0.6851, 2.1821], [-1.4483, -0.5274, -2.4826]], "multiplicity": 1, "homo_lumo_gap_ev": 7.9080, "charge": 0, "homo_energy_ev": -7.6}

***

Q: Which of them is the least stable? A: version y.

***

Version w
{"formula": "C5H10", "method": "ωB97M-V/def2-TZVPD", "symbols": ["C", "C", "C", "H", "H", "H", "H", "H", "H", "C", "C", "H", "H", "H", "H"], "xyz": [[-2.4459, -2.8593, 1.8079], [-2.1813, -2.1403, 2.8945], [-1.0134, -1.3819, 3.2876], [-3.3201, -3.5051, 1.6464], [-1.6110, -3.0580, 1.2753], [-3.1147, -1.8125, 3.3979], [-1.1856, -0.6141, 4.0156], [-0.0040, -1.9331, 3.9407], [-0.5307, -1.0846, 2.4171], [3.0781, 3.1182, -4.5169], [2.0727, 2.9873, -3.6904], [3.8100, 3.8636, -4.3069], [3.2913, 2.5584, -5.4253], [1.9973, 3.5391, -2.8145], [1.1570, 2.3223, -3.9288]], "multiplicity": 1, "homo_lumo_gap_ev": 10.6702, "charge": 0, "smiles": "C=CC.C=C", "homo_energy_ev": -9.4}

***

Version x
{"formula": "C5H10", "method": "ωB97M-V/def2-TZVPD", "symbols": ["C", "C", "C", "H", "H", "H", "H", "H", "H", "C", "C", "H", "H", "H", "H"], "xyz": [[0.8852, -0.8087, 1.4378], [1.5496, -0.2242, 0.4449], [1.3409, -0.5159, -1.0124], [0.1178, -1.5553, 1.2393], [1.0808, -0.5700, 2.4798], [2.3129, 0.5173, 0.6847], [2.2096, -1.0380, -1.4328], [1.2110, 0.4091, -1.5871], [0.4523, -1.1350, -1.1691], [-2.1632, 0.3477, 0.1488], [-1.5115, 1.2944, -0.5158], [-3.0283, -0.1602, -0.2699], [-1.8473, 0.0403, 1.1427], [-0.6417, 1.7866, -0.0866], [-1.8122, 1.6095, -1.5118]], "multiplicity": 1, "homo_lumo_gap_ev": 10.8794, "charge": 0, "smiles": "C=CC.C=C", "homo_energy_ev": -9.6}

***

Q: Which of them is the least stable? A: version w.

***

Version w
{"formula": "C3H10S3", "method": "ωB97M-V/def2-TZVPD", "symbols": ["C", "S", "C", "H", "H", "H", "H", "H", "H", "C", "S", "S", "H", "H", "H", "H"], "xyz": [[-0.2577, 1.0356, 2.5104], [-1.5582, -0.1403, 1.8254], [-0.6610, -1.6783, 2.0714], [-0.5779, 1.4874, 3.4341], [0.7009, 0.5902, 2.3335], [-0.3225, 1.9275, 1.9159], [-1.4341, -2.4369, 2.0721], [-0.3448, -1.7259, 3.0641], [0.0996, -1.8349, 1.3313], [0.1810, 0.7022, -3.6092], [-0.2504, -0.3455, -2.1364], [1.6250, -0.5696, -1.1005], [-0.4782, 0.2641, -4.4211], [-0.0793, 1.8532, -3.4221], [1.1485, 0.4140, -4.1308], [2.2091, 0.4573, -1.7382]], "multiplicity": 1, "homo_lumo_gap_ev": 8.5517, "charge": 0, "smiles": "CSC.CSS", "homo_energy_ev": -8.2}

***

Version x
{"formula": "C3H10S3", "method": "ωB97M-V/def2-TZVPD", "symbols": ["C", "C", "S", "H", "H", "H", "H", "H", "H", "C", "S", "S", "H", "H", "H", "H"], "xyz": [[-0.2837, -3.8182, -4.2833], [-0.7694, -3.3493, -2.8137], [0.6903, -2.6461, -1.8507], [-0.2659, -4.8408, -4.2065], [0.3558, -3.1106, -4.6969], [-1.1972, -3.4141, -4.9204], [-1.7582, -2.6943, -2.6351], [-1.1237, -4.2767, -2.2910], [1.4360, -3.6886, -1.9026], [0.5276, 2.1261, 0.3697], [0.8007, 2.6637, 2.3364], [-1.1878, 2.6636, 3.0473], [0.5112, 1.0502, 0.2577], [1.3738, 2.5738, -0.1354], [-0.3326, 2.7904, 0.1059], [-0.6976, 2.9600, 4.2602]], "multiplicity": 1, "homo_lumo_gap_ev": 8.6055, "charge": 0, "smiles": "CCS.CSS", "homo_energy_ev": -8.1}

***

Version y
{"formula": "C3H10S3", "method": "ωB97M-V/def2-TZVPD", "symbols": ["C", "S", "C", "H", "H", "H", "H", "H", "H", "C", "S", "S", "H", "H", "H", "H"], "xyz": [[2.3580, 0.4834, 0.1520], [1.9960, -1.2548, 0.0443], [1.4498, -1.2727, -1.7144], [1.7612, 0.9801, 0.9397], [3.4323, 0.7318, 0.4427], [1.8561, 0.9820, -0.6757], [1.9263, -2.0650, -2.2998], [1.5361, -0.3336, -2.2631], [0.3847, -1.4593, -1.7341], [-3.1618, 0.1158, 1.7402], [-1.4484, 0.8346, 1.2767], [-1.3988, 0.7107, -0.8103], [-3.8244, -0.2013, 0.9143], [-2.8763, -0.7068, 2.3989], [-3.7032, 0.9221, 2.2782], [-0.2877, 1.5330, -0.6896]], "multiplicity": 1, "homo_lumo_gap_ev": 8.5100, "charge": 0, "smiles": "CSC.CSS", "homo_energy_ev": -8.1}

***

Q: Which of them is the least stable? A: version x.